(1)
This record from the Open Molecules 2025 dataset describes C19H22BrF6N5O3PPb as an isolated structure at a distorted geometry. The level of theory is ωB97M-V/def2-TZVPD.

Last column: Mulliken charge in e.
Element x y z (Å)
C  -1.91300  -0.57046  1.89506  -0.70
H  1.52055  -4.77707  -0.72808  0.59
C  2.44485  -2.24965  -0.12242  -1.68
H  -1.27013  1.20938  2.88837  0.38
F  -2.16284  4.12055  -1.11554  -0.32
H  -1.61013  -0.40646  -4.24227  0.48
N  0.07596  -1.79710  -0.35794  1.11
N  2.22329  1.76642  0.17812  -0.94
C  1.12349  -1.15994  2.70826  -0.70
C  1.54911  0.27647  -5.35948  -0.13
F  -1.07334  2.07952  -0.96566  -0.40
F  -0.49575  2.51093  1.19099  -0.35
H  3.06160  -2.00640  2.39068  0.41
F  -1.57078  4.56387  1.09548  -0.32
O  1.54773  -1.40674  -2.85593  -0.58
C  -1.19398  -2.09453  -0.61682  0.61
O  0.40083  0.45356  -2.19948  -0.38
F  -2.67892  2.63030  0.55106  -0.47
H  -2.16445  0.89765  0.43403  0.42
C  0.85958  -0.41914  -3.03380  0.54
H  -1.10042  -0.26408  3.84956  0.48
H  2.91652  -2.09802  -1.09188  0.51
H  -2.60165  -3.62080  -1.13575  0.60
C  -2.16918  -0.94744  -0.52567  -1.33
H  -0.83845  -5.38126  -1.23771  0.47
C  2.50836  -1.11522  2.08917  -1.03
F  0.03327  4.00678  -0.45764  -0.34
H  -1.71282  -1.64261  1.87668  0.44
C  -0.57577  -4.36148  -0.98838  -0.68
H  -2.16888  -0.38092  -1.45958  0.34
C  -0.79057  -0.16478  -4.90425  -0.01
H  3.03840  -0.24416  2.47908  0.46
H  2.09175  0.80579  -7.38116  0.45
H  -3.17116  -1.35426  -0.36988  0.59
H  -2.92974  -0.42358  2.26637  0.45
H  3.24890  -0.41884  0.31960  0.46
P  -1.36120  3.43838  0.03801  1.28
C  1.28208  0.54095  -6.71570  -0.75
H  1.23688  -1.29403  3.78650  0.52
C  0.73785  -4.03013  -0.70517  -1.05
H  -0.22466  0.64162  -8.22254  0.46
C  1.03680  -2.71560  -0.39117  0.75
Br  -2.74248  -0.01459  -6.90061  0.08
H  2.99969  -3.03294  0.39976  0.53
C  -1.04465  0.08939  -6.27664  0.00
H  0.54143  -1.99931  2.32697  0.30
Pb  0.60088  0.50811  0.04462  2.29
O  2.72083  4.08662  0.17561  -0.36
C  0.49583  -0.08559  -4.46352  0.02
C  2.40882  2.97975  0.15277  0.74
H  2.56782  0.33347  -4.99754  0.50
C  0.00654  0.44570  -7.18439  -0.39
N  2.46838  -0.99257  0.62180  -0.27
H  0.92328  0.88378  2.78964  0.44
N  0.41024  0.08916  2.41110  -0.19
C  -1.56428  -3.38465  -0.93810  -1.16
C  -0.98565  0.16055  2.85048  -1.05
N  -1.77857  -0.04165  0.54126  -0.11

Cartesian forces (eV/Å) of the 2 atoms listed first:
-0.13 0.09 0.05
-0.01 0.02 0.02

As for the spin multiplicity: 2. The charge is +2. The value obtained for the HOMO energy (alpha / beta) is -15.818 / -15.821 eV. Its energy above the lowest of the compared OMol25 structures with the same formula, charge and spin is 19.2 kcal per mole.

***

(2)
This record from the Open Molecules 2025 dataset describes C48H38N4OP2PtSSe as an isolated structure at a distorted geometry. The level of theory is ωB97M-V/def2-TZVPD.

Last column: Mulliken charge in e.
Element x y z (Å)
O  2.10391  2.01227  0.67176  -0.17
H  -4.85899  0.06977  1.87436  0.43
C  -4.87729  -0.56423  -0.20904  0.99
C  -1.32539  3.56127  2.15426  -0.86
C  -1.32489  -3.06133  1.98296  -0.28
C  2.69121  -2.70323  1.65206  -0.56
C  -2.20139  -3.93733  2.57086  -0.75
C  -4.03259  2.12437  -2.80404  -0.76
C  4.90261  -0.27613  0.75746  -0.67
C  3.86051  -4.75763  1.26216  -0.75
C  3.76991  -0.74093  -3.95934  -0.77
C  3.48911  -3.23523  -0.55864  -0.03
C  5.89761  0.50927  1.30966  -1.04
H  4.15711  3.36237  1.86326  0.72
C  1.29251  -0.59873  -2.74364  -0.49
H  0.62721  5.92017  -2.42644  0.49
C  -0.49689  1.83837  4.17976  -0.97
C  -4.27029  -0.26253  1.03686  -1.57
C  -4.27429  2.48517  -1.48924  -0.93
N  -7.15719  -0.22953  0.53906  -0.33
H  3.01381  5.72907  -1.85884  0.45
C  1.85681  3.07637  -0.14634  0.48
H  -0.17699  1.17907  4.97106  0.51
C  3.99891  -4.43063  -0.07684  -0.84
C  0.06141  4.16697  -1.34124  -0.72
C  5.62761  1.80817  1.71106  -0.68
C  -3.26079  2.42547  -0.54344  -0.89
H  6.39831  2.40087  2.17616  0.45
C  -2.65149  -1.04523  -1.00284  -0.20
C  -1.01189  3.08887  4.48816  -0.75
P  -0.52219  1.79797  0.13226  1.39
H  -2.56689  1.45177  -4.22044  0.48
H  2.68961  -0.86523  -5.79924  0.46
H  -0.73869  1.40237  -2.55114  0.66
C  3.63751  0.26437  0.55776  0.71
H  0.03701  0.48167  2.58376  0.35
H  3.61171  -2.98483  -1.60344  0.43
S  -6.85319  -0.36123  -2.05614  -0.26
C  4.36891  2.35777  1.52946  -0.29
H  0.31861  -0.53323  -2.25694  -0.03
Se  0.34251  -3.44643  -1.57734  0.46
H  -8.12949  -0.08813  0.31696  0.23
H  4.73521  -0.80203  -4.43564  0.47
C  -2.61139  -5.11103  1.91276  -0.77
C  -1.21209  -4.58773  0.04956  0.21
H  -4.38189  -1.25063  -2.20404  0.51
C  2.30841  5.01387  -1.46464  -0.84
N  -0.01939  -2.59293  -0.02804  -0.01
H  0.47311  -0.68693  -4.71604  0.55
H  -6.91699  -0.39683  1.50156  0.18
C  -0.38879  1.44877  2.85836  -0.29
C  -6.26849  -0.41203  -0.45464  0.52
C  -1.99149  2.01397  -0.92474  0.85
H  -1.63259  4.22787  1.35936  0.51
H  -1.07679  3.40317  5.51776  0.45
C  2.44801  -0.59223  -1.96304  0.83
H  6.88581  0.10347  1.44786  0.48
H  -1.83509  4.91447  3.72876  0.48
C  2.76461  4.00707  -0.62844  -1.13
C  -2.12119  -5.45413  0.68106  -0.70
C  3.69331  -0.64153  -2.58064  -0.65
C  -0.83739  -3.36383  0.70406  0.82
H  4.26591  -5.68543  1.63066  0.42
H  -5.25719  2.82497  -1.20104  0.45
P  2.26511  -0.68843  -0.15874  2.02
C  3.19781  -3.89853  2.12646  -0.81
C  0.51311  3.13237  -0.53174  0.41
H  -2.44899  -0.06783  2.11296  0.50
C  -0.80769  2.30717  1.84416  1.04
C  2.61711  -0.76653  -4.72834  -0.86
H  -3.33119  -5.75103  2.39626  0.44
C  -3.99179  -0.98053  -1.23604  -1.05
C  -1.43209  3.94427  3.48036  -0.87
C  -2.76309  1.72057  -3.19244  -0.87
H  3.81081  3.95397  -0.37344  0.63
H  4.51061  -5.10513  -0.74744  0.48
C  0.96531  5.11197  -1.79794  -0.99
C  -2.91299  -0.32403  1.17176  -0.48
N  -0.66959  -4.77693  -1.15264  -0.75
H  -0.99499  -2.15473  2.47556  0.43
H  -0.98159  4.23227  -1.61634  0.56
H  -2.42399  -6.35793  0.18216  0.54
H  5.10931  -1.29863  0.47886  0.56
H  -1.98119  -1.40013  -1.78074  0.15
H  -2.59029  -3.72893  3.55546  0.51
H  3.08381  -4.15913  3.16666  0.50
Pt  -0.04319  -0.48533  0.13606  2.09
H  2.17191  -2.01763  2.31176  0.44
N  -2.08879  -0.69523  0.17386  0.58
C  2.84531  -2.35793  0.30956  0.71
C  -1.74769  1.67347  -2.25814  -0.72
H  -4.82679  2.16987  -3.53224  0.50
C  3.38801  1.58817  0.92386  -1.19
H  -3.45769  2.71017  0.47906  0.54
C  1.37341  -0.68193  -4.12154  -1.03
H  4.59431  -0.62013  -1.98404  0.53

Cartesian forces (eV/Å) of the 2 atoms listed first:
0.53 0.36 0.46
-0.04 0.06 0.17

As for the spin multiplicity: 1. The charge is +2. The value obtained for the HOMO energy is -12.933 eV. Its energy above the lowest of the compared OMol25 structures with the same formula, charge and spin is 19.9 kcal per mole.

***

(3)
This record from the Open Molecules 2025 dataset describes a 6-piece molecular cluster, CH15NO5 overall at a distorted geometry. The level of theory is ωB97M-V/def2-TZVPD.

Last column: Mulliken charge in e.
Element x y z (Å)
H  0.21903  1.21775  2.21479  0.36
H  -0.03840  1.80313  -0.18701  0.27
O  3.61767  2.59100  0.09838  -0.71
H  -5.90181  -3.06974  -0.48259  0.32
H  -5.98315  1.47292  -1.24440  0.32
H  2.66709  2.53222  0.28792  0.46
O  3.25284  -0.12208  -1.23503  -0.66
H  2.66830  -1.23992  0.58269  0.36
H  1.39751  1.38700  -0.43310  0.16
C  0.83586  0.86997  1.43532  -0.75
N  0.85512  1.82090  0.30551  -0.68
H  1.84048  0.86979  1.84881  0.26
H  3.47102  0.74906  -0.85850  0.34
H  2.48044  -2.70485  1.03420  0.30
H  3.80664  3.47475  -0.22449  0.31
O  -5.56820  -3.97097  -0.41405  -0.64
H  0.40230  -0.08359  1.13334  0.31
H  4.12951  -0.44438  -1.47713  0.31
H  -5.75453  -4.35210  -1.27806  0.32
H  -4.59371  0.85174  -1.57706  0.32
O  -5.38160  0.75351  -1.03882  -0.64
O  2.53858  -1.80184  1.35778  -0.63

Cartesian forces (eV/Å) of the 2 atoms listed first:
-0.87 0.79 0.89
-0.21 0.43 0.60

As for the spin multiplicity: 1. The SMILES is CN.O.O.O.O.O. The value obtained for the HOMO energy is -10.031 eV. Its energy above the lowest of the compared OMol25 structures with the same formula, charge and spin is 25.5 kcal per mole.

***

(4)
This record from the Open Molecules 2025 dataset describes C17H32Cl2O2P2Sr as an isolated structure at a distorted geometry. The level of theory is ωB97M-V/def2-TZVPD.

Last column: Mulliken charge in e.
Element x y z (Å)
H  -0.67899  3.30221  -2.80464  0.51
H  2.39831  3.24915  1.48237  0.30
H  0.96009  1.34712  -2.99747  0.89
H  0.52239  -1.27728  -2.40867  0.32
C  -0.60474  3.25907  -0.13454  -1.28
C  1.45968  -2.83969  -0.05028  -1.19
H  -4.50416  -2.24811  1.57845  0.32
C  0.43066  0.84151  1.62775  -1.77
Cl  -2.68107  -4.54740  2.67340  -0.05
Cl  -0.16520  -5.37033  1.26920  -0.15
C  0.66607  0.89110  -2.04473  -0.72
P  1.54419  -1.02048  -0.20787  1.67
C  1.18156  -0.52059  -1.94727  -1.16
H  2.99964  1.79795  -0.56239  0.40
H  0.87978  -3.35212  -0.85137  0.29
H  2.15419  -0.56382  -2.45851  0.50
P  -1.10462  1.02512  -1.88493  1.30
H  2.47855  -3.24442  -0.07306  0.54
O  -0.55754  -2.41131  2.16198  -0.82
C  -1.36485  2.46887  -2.99566  -1.97
H  3.89355  -1.35055  0.44341  0.43
C  -0.88006  0.82703  0.82942  -0.03
C  1.98804  1.87402  -0.12880  -0.23
H  0.42127  1.69204  2.32336  0.55
H  -0.63064  -5.36808  3.64673  0.39
C  0.41688  3.74805  0.77969  -0.81
H  -1.04306  4.00163  -0.78745  0.53
H  1.07995  -3.08995  0.95373  0.16
C  -2.22142  -0.14515  -2.65563  -1.25
Sr  -1.53690  -2.98516  0.16420  1.27
C  3.38816  -0.98916  -0.46275  -2.13
H  0.43221  4.84283  0.64538  0.39
H  3.62315  -1.68111  -1.28194  0.57
H  1.23031  1.71167  -1.08613  -0.74
H  -3.25577  -1.36783  2.50128  0.29
H  2.58296  0.58500  1.49268  0.79
C  -1.24711  2.01638  -0.14703  -0.22
C  -0.32698  -3.25115  3.13621  0.68
H  -0.90476  -0.12761  0.24864  -0.31
H  2.37434  4.01173  -0.12411  0.41
C  -3.67064  -1.53429  1.49333  -1.29
H  -1.73492  -1.12040  -2.80749  0.31
H  -2.40066  2.82487  -2.93875  0.40
H  -4.04465  -0.56860  1.11453  0.19
H  3.80324  -0.00742  -0.72623  0.41
C  1.72882  0.74513  0.82215  -0.18
H  -2.35396  2.06567  -0.26295  0.97
C  1.86999  3.26017  0.51273  -1.18
H  -3.15449  -0.23515  -2.07637  0.23
H  0.14868  3.54552  1.83347  0.30
O  0.25209  -3.04990  4.19851  -0.62
H  0.39790  -0.07208  2.24897  0.45
C  -0.88355  -4.66706  2.84549  -0.24
H  -1.70663  0.69612  1.54887  0.57
H  -1.18208  2.10667  -4.02049  0.50
H  -2.46718  0.26959  -3.64842  0.48

Cartesian forces (eV/Å) of the 2 atoms listed first:
-0.16 -0.40 0.17
0.06 0.27 -0.19

As for the spin multiplicity: 1. The value obtained for the HOMO energy (alpha / beta) is -5.463 / -4.670 eV. Its energy above the lowest of the compared OMol25 structures with the same formula, charge and spin is 27.1 kcal per mole.

***

(5)
This record from the Open Molecules 2025 dataset describes one molecule with the formula C6H7NO2 at a distorted geometry. The level of theory is ωB97M-V/def2-TZVPD.

Last column: Mulliken charge in e.
Element x y z (Å)
H  2.74558  -0.98470  -0.65537  0.30
H  1.20131  2.14298  0.61449  0.40
H  3.07332  0.15310  0.65551  0.34
O  -3.60959  0.48775  -0.74489  -0.63
C  2.36537  -0.58972  0.28961  -1.19
H  2.33434  -1.41909  0.99889  0.31
O  -2.60755  -1.23362  0.38151  -0.71
H  -0.05570  -1.42643  -1.21895  0.46
C  -1.21582  0.26868  -0.46930  0.22
C  -2.68636  -0.18034  -0.32613  0.43
C  0.63624  1.28622  0.29048  -0.90
C  1.00893  -0.00233  0.10932  0.85
H  -1.31242  2.20770  0.19546  0.25
N  -0.73084  1.40725  -0.01546  0.01
H  -0.97516  -1.38635  0.28455  0.44
C  -0.17164  -0.73111  -0.38972  -0.57

Cartesian forces (eV/Å) of the 2 atoms listed first:
-0.02 0.01 0.03
0.01 0.00 0.08

As for the spin multiplicity: 1. The value obtained for the HOMO energy is -9.215 eV. Its energy above the lowest of the compared OMol25 structures with the same formula, charge and spin is 36.4 kcal per mole.

***

(6)
This record from the Open Molecules 2025 dataset describes a 2-piece molecular cluster, C4H2F4 overall at a distorted geometry. The level of theory is ωB97M-V/def2-TZVPD.

Last column: Mulliken charge in e.
Element x y z (Å)
F  -2.98886  -1.10010  1.27864  -0.23
F  2.55071  1.85656  -1.49965  -0.20
C  2.39541  -0.07784  0.00326  -0.34
C  -1.79312  -0.91005  0.62767  -0.16
H  2.84326  -0.84834  0.56657  0.32
H  -1.07259  -1.58890  0.90022  0.38
C  -1.65045  0.17915  -0.14719  0.35
F  -2.48175  1.15421  -0.41989  -0.21
C  2.62480  0.79725  -0.78246  0.24
F  -0.42741  0.53806  -0.52717  -0.15

Cartesian forces (eV/Å) of the 2 atoms listed first:
0.65 -0.04 -0.76
0.18 -0.34 -0.06

As for the spin multiplicity: 1. The SMILES is FC=C(F)F.C#CF. The value obtained for the HOMO energy is -9.916 eV. Its energy above the lowest of the compared OMol25 structures with the same formula, charge and spin is 60.4 kcal per mole.

***

In the order shown, the computed E_tot values come out to -134527.0538; -156395.4441; -13007.7655; -66692.0096; -11918.8541; -15045.4405 eV.